Record 1
{"formula": "C5H10N", "method": "ωB97M-V with the def2-TZVPD basis set", "charge": 1, "homo_lumo_gap_ha": 0.3590, "species": ["C", "C", "C", "C", "C", "N", "H", "H", "H", "H", "H", "H", "H", "H", "H", "H"], "positions_angstrom": [[-1.08, 2.87, -1.23], [-0.70, 2.49, -0.08], [0.98, -1.12, 1.18], [0.30, -1.84, 0.34], [-0.68, -1.55, -0.72], [1.00, 0.36, 1.24], [-2.02, 3.08, -1.69], [-0.31, 2.67, -2.00], [0.41, -2.88, 0.58], [1.79, -1.58, 1.88], [-1.72, -1.94, -0.53], [-0.50, -2.31, -1.53], [-0.55, -0.49, -1.16], [0.09, 0.99, 0.97], [1.72, 0.55, 0.58], [1.27, 0.70, 2.16]]}

---

Record 2
{"formula": "C3H5NiO4", "method": "ωB97M-V with the def2-TZVPD basis set", "charge": 1, "s2": 2.008, "multiplicity": 3, "homo_lumo_gap_ha": [0.4052, 0.3414], "species": ["O", "C", "C", "O", "O", "C", "Ni", "H", "H", "H", "H", "O", "H"], "positions_angstrom": [[-0.66, -0.37, 0.43], [0.48, -0.54, -0.20], [-0.51, 0.63, 1.46], [0.69, -1.51, -0.93], [1.45, 0.21, 0.26], [0.95, 1.07, 1.30], [-0.27, -2.20, -2.25], [-0.72, 0.15, 2.42], [-1.23, 1.43, 1.27], [1.56, 0.91, 2.20], [1.06, 2.11, 0.96], [-1.45, -1.37, -3.25], [-1.35, -0.52, -3.67]]}

---

Record 3
{"formula": "C3H5NO", "method": "ωB97M-V with the def2-TZVPD basis set", "smiles": "N[C@]12C[C@H]1O2", "charge": 0, "homo_lumo_gap_ha": 0.2645, "species": ["N", "C", "C", "C", "O", "H", "H", "H", "H", "H"], "positions_angstrom": [[-0.23, 1.56, -0.13], [-0.25, 0.19, 0.33], [0.96, -0.67, 0.03], [-0.37, -1.04, -0.51], [-1.50, -0.42, 0.30], [-1.18, 1.83, -0.37], [0.06, 2.17, 0.63], [1.68, -0.25, -0.66], [1.38, -1.26, 0.84], [-0.55, -2.10, -0.45]]}

---

Record 4
{"formula": "C31H46AuN6S", "method": "ωB97M-V with the def2-TZVPD basis set", "charge": 1, "homo_lumo_gap_ha": [0.2100, 0.2100], "species": ["Au", "C", "C", "C", "N", "C", "C", "C", "C", "C", "C", "C", "N", "C", "C", "C", "N", "C", "C", "C", "C", "C", "C", "C", "N", "C", "C", "H", "H", "H", "H", "H", "H", "H", "H", "H", "H", "H", "H", "H", "H", "H", "H", "H", "H", "H", "H", "H", "H", "H", "H", "H", "H", "C", "C", "C", "C", "N", "C", "S", "N", "C", "C", "C", "C", "H", "H", "H", "H", "H", "H", "H", "H", "H", "H", "H", "H", "H", "H", "H", "H", "H", "H", "H", "H"], "positions_angstrom": [[0.14, -0.60, 1.12], [2.41, -3.42, 0.91], [2.11, -3.52, -0.59], [1.11, -2.48, -1.14], [0.02, -2.23, -0.23], [-0.88, -3.15, 0.09], [-1.00, -4.35, -0.63], [-1.67, -5.52, -0.33], [-2.33, -5.87, 0.84], [-2.60, -5.05, 1.93], [-2.42, -3.69, 2.05], [-1.77, -2.76, 1.20], [-1.83, -1.46, 1.39], [-2.62, -0.81, 2.40], [-2.39, 0.70, 2.35], [-1.24, 1.18, 3.24], [0.01, 0.58, 2.85], [1.12, 0.76, 3.52], [1.18, 1.72, 4.57], [1.98, 1.77, 5.68], [2.97, 0.86, 6.06], [3.59, -0.07, 5.24], [3.38, -0.32, 3.89], [2.29, 0.01, 3.05], [2.21, -0.39, 1.79], [3.31, -0.98, 1.07], [3.55, -2.48, 1.29], [2.68, -4.42, 1.26], [1.50, -3.13, 1.44], [1.70, -4.51, -0.78], [3.03, -3.44, -1.17], [0.74, -2.81, -2.12], [1.60, -1.52, -1.30], [-0.47, -4.37, -1.57], [-1.62, -6.29, -1.09], [-2.66, -6.90, 0.91], [-3.08, -5.54, 2.77], [-2.81, -3.26, 2.96], [-2.38, -1.19, 3.41], [-3.68, -1.02, 2.21], [-3.29, 1.23, 2.67], [-2.17, 1.00, 1.33], [-1.45, 0.92, 4.29], [-1.18, 2.27, 3.17], [0.43, 2.50, 4.50], [1.78, 2.57, 6.38], [3.34, 0.93, 7.08], [4.40, -0.63, 5.69], [4.13, -0.95, 3.44], [4.24, -0.43, 1.30], [3.09, -0.82, 0.01], [3.78, -2.66, 2.34], [4.44, -2.75, 0.72], [0.32, 4.85, -3.76], [1.83, 4.72, -3.57], [2.34, 3.29, -3.77], [1.82, 2.28, -2.75], [0.49, 1.80, -3.04], [-0.40, 1.41, -2.13], [-0.09, 1.61, -0.47], [-1.57, 0.87, -2.50], [-2.14, 0.90, -3.84], [-2.72, 2.27, -4.23], [-4.08, 2.57, -3.61], [-4.06, 2.69, -2.09], [0.03, 5.90, -3.70], [-0.21, 4.31, -2.98], [0.02, 4.47, -4.73], [2.10, 5.06, -2.58], [2.33, 5.36, -4.29], [3.42, 3.31, -3.70], [2.09, 2.95, -4.78], [1.80, 2.73, -1.75], [2.50, 1.42, -2.72], [0.25, 1.71, -4.02], [-2.21, 0.70, -1.74], [-2.93, 0.15, -3.86], [-1.37, 0.60, -4.56], [-2.83, 2.29, -5.32], [-2.02, 3.06, -3.96], [-4.79, 1.80, -3.90], [-4.44, 3.51, -4.03], [-4.02, 1.71, -1.61], [-4.96, 3.18, -1.74], [-3.21, 3.28, -1.75]]}

---

Record 5
{"formula": "N3O3S", "method": "ωB97M-V with the def2-TZVPD basis set", "charge": -1, "homo_lumo_gap_ha": 0.2762, "species": ["N", "N", "N", "O", "O", "O", "S"], "positions_angstrom": [[1.02, 0.31, 1.23], [-1.15, -1.18, 0.13], [1.54, 0.34, 0.26], [-1.56, 1.37, -0.62], [-0.10, -1.45, -0.54], [2.20, 0.43, -0.68], [-1.95, 0.18, 0.22]]}

---

Record 6
{"formula": "C6H5Br2N4O2", "method": "ωB97M-V with the def2-TZVPD basis set", "charge": 1, "homo_lumo_gap_ha": 0.2504, "species": ["C", "C", "C", "C", "C", "C", "N", "N", "N", "N", "O", "O", "Br", "Br", "H", "H", "H", "H", "H"], "positions_angstrom": [[-1.93, 0.82, 0.37], [0.28, 0.54, -0.59], [-0.97, 1.21, -0.56], [-1.65, -0.18, 1.28], [-0.47, -1.01, 1.21], [0.42, -0.52, 0.26], [3.03, -1.32, -0.37], [1.99, -1.43, -0.01], [-0.06, -1.96, 2.09], [-1.31, 2.19, -1.52], [-2.41, 2.74, -1.43], [-0.46, 2.40, -2.39], [-2.92, -0.78, 2.55], [3.67, 0.54, -2.03], [-2.80, 1.34, 0.37], [0.95, 0.93, -1.28], [4.60, -0.55, -2.59], [-0.41, -2.19, 2.97], [0.44, -2.79, 1.68]]}

---

Computed values of max |F| (unit: eV/Å) for the preceding records, in sequence: 3.2 2.6 6.0 2.6 2.7 3.4.